[1]
95
Properties=species:S:1:pos:R:3:forces:R:3 method="wB97M-V/def2-TZVPD" de_lowest_kcal_mol=0.0 energy_ev=-97597.582 gap_ev=6.31
Mg -0.50300 0.12404 -0.88325 0.117 -0.051 0.025
C 1.89110 0.60591 2.67191 -0.017 0.001 0.009
Si 0.62467 -0.31583 1.59239 -0.022 -0.020 -0.030
C 1.41348 -2.08746 1.60421 0.000 0.011 -0.041
C 1.63877 -2.84218 2.75909 0.001 -0.013 0.020
C 2.18250 -4.11876 2.71681 -0.002 0.005 -0.013
C 2.53971 -4.67945 1.49905 -0.007 0.015 0.004
C 2.39847 -3.93345 0.33856 0.008 -0.002 0.006
C 1.85429 -2.65153 0.39082 -0.016 0.012 -0.001
P 1.83050 -1.52901 -1.05474 -0.021 -0.011 0.057
C 2.37454 -2.59923 -2.43812 0.006 -0.002 -0.009
C 3.59569 -2.48298 -3.09590 0.011 0.003 -0.014
C 3.87584 -3.26898 -4.20829 0.004 0.005 0.008
C 2.94354 -4.18275 -4.67431 -0.010 0.000 0.009
C 1.71912 -4.30635 -4.02722 0.010 -0.009 -0.012
C 1.43566 -3.51384 -2.92699 -0.010 0.008 0.021
C 3.30871 -0.51202 -0.68817 0.010 -0.025 0.003
C 4.42458 -1.03054 -0.03242 -0.002 0.003 0.004
C 5.50868 -0.21758 0.26042 0.003 0.003 0.000
C 5.48608 1.12639 -0.09005 0.005 0.004 0.001
C 4.37785 1.65300 -0.73566 -0.011 -0.006 -0.004
C 3.29370 0.83740 -1.03122 -0.003 -0.007 -0.015
C -1.01448 -0.43251 2.61195 0.007 0.014 -0.005
C -1.30519 -1.42084 3.55650 -0.033 -0.005 0.026
C -2.51960 -1.47883 4.22745 0.023 -0.007 -0.010
C -3.49401 -0.52777 3.97599 -0.004 0.012 -0.010
C -3.25099 0.46045 3.03404 -0.009 0.003 0.009
C -2.04053 0.50462 2.34586 0.048 -0.034 -0.028
P -1.75152 1.71626 1.00026 -0.015 0.034 0.015
C -0.56776 2.87779 1.76414 0.009 0.007 0.001
C 0.39611 3.47688 0.95735 -0.005 0.007 0.004
C 1.31819 4.35900 1.50411 -0.006 -0.005 -0.007
C 1.28384 4.64739 2.86068 0.009 0.009 0.001
C 0.32579 4.05305 3.67166 -0.014 -0.010 0.006
C -0.59312 3.16910 3.12634 0.011 0.009 0.000
C -3.29260 2.70386 0.95117 -0.015 -0.013 0.007
C -4.42823 2.10016 0.40701 -0.003 0.009 -0.005
C -5.62201 2.79615 0.31084 0.009 -0.008 0.002
C -5.69530 4.11551 0.73846 -0.004 0.006 0.002
C -4.56907 4.73060 1.26205 0.009 0.001 -0.001
C -3.37434 4.02923 1.37053 -0.005 -0.004 -0.006
H 1.98695 0.12691 3.65106 0.014 0.011 0.004
H 1.63583 1.65371 2.82840 0.002 -0.004 -0.001
H 2.86867 0.56632 2.18225 0.002 -0.005 -0.007
H 1.40510 -2.41763 3.72831 0.000 0.004 -0.004
H 2.33238 -4.67279 3.63563 0.003 -0.004 -0.002
H 2.95630 -5.67793 1.45497 0.001 -0.001 -0.001
H 2.72961 -4.34781 -0.60609 0.002 0.000 0.003
H 4.33448 -1.77673 -2.73842 0.003 0.000 0.001
H 4.83123 -3.16738 -4.70755 0.000 -0.002 -0.001
H 3.16695 -4.79666 -5.53715 -0.002 0.000 -0.002
H 0.98458 -5.01775 -4.38304 0.002 -0.002 -0.001
H 0.47485 -3.60867 -2.42808 -0.005 0.001 -0.002
H 4.43783 -2.07210 0.26635 0.001 0.003 0.002
H 6.36769 -0.63030 0.77403 0.000 0.001 0.000
H 6.32770 1.76321 0.15107 0.001 0.000 0.000
H 4.34771 2.70314 -0.99757 0.003 0.001 0.001
H 2.41821 1.25893 -1.50902 0.006 0.005 0.015
H -0.57414 -2.18601 3.77560 0.006 0.003 -0.003
H -2.69889 -2.26671 4.94940 -0.003 0.000 0.001
H -4.44078 -0.55482 4.50085 -0.002 0.002 -0.001
H -4.01769 1.19595 2.82821 -0.006 -0.003 0.006
H 0.43244 3.23827 -0.09892 -0.003 -0.002 -0.002
H 2.06955 4.81408 0.87087 0.000 0.000 0.003
H 2.00830 5.32839 3.28920 0.001 0.000 -0.001
H 0.30219 4.26927 4.73222 0.000 0.001 0.000
H -1.32646 2.68900 3.76390 -0.002 -0.001 -0.002
H -4.37239 1.08113 0.04495 -0.001 -0.005 0.001
H -6.49260 2.31008 -0.11100 -0.002 0.003 0.000
H -6.62579 4.66321 0.65818 -0.001 -0.003 -0.002
H -4.61634 5.76090 1.59173 0.000 0.000 0.001
H -2.50407 4.52216 1.78345 -0.004 0.003 0.004
C -0.41196 3.20402 -5.09205 -0.013 -0.016 -0.018
O -0.09974 3.03680 -3.70783 0.026 0.021 0.027
C -0.02918 1.82448 -3.17709 -0.041 -0.031 0.003
O 0.21042 1.72193 -1.97875 0.006 0.068 -0.001
N -0.16513 0.75658 -3.99743 0.007 0.009 -0.022
N -0.25337 -0.49269 -3.37631 -0.012 -0.010 -0.014
H -0.38951 4.27400 -5.26767 0.003 0.000 0.003
H -1.41394 2.82900 -5.30904 0.003 0.001 -0.002
H 0.33281 2.71698 -5.72302 0.000 0.001 0.003
H -0.61725 0.87547 -4.88929 -0.008 -0.002 -0.001
H 0.41919 -1.13422 -3.78004 0.002 0.009 -0.001
H -1.21750 -0.82270 -3.43742 -0.016 0.000 0.008
S -3.01954 0.30447 -2.33317 -0.030 -0.016 0.001
C -3.04697 -1.13157 -1.36400 0.051 -0.027 0.023
C -4.19118 -1.94027 -1.22354 0.016 0.024 -0.003
C -4.14738 -3.04984 -0.41366 0.026 -0.006 0.010
C -2.96762 -3.37321 0.26120 -0.042 -0.005 -0.008
C -1.88425 -2.54695 0.08733 0.003 0.018 -0.007
N -1.91387 -1.45969 -0.69944 -0.058 0.012 -0.039
H -5.08872 -1.66216 -1.75726 -0.002 -0.002 0.002
H -5.02867 -3.66915 -0.29827 0.001 -0.001 0.002
H -2.89971 -4.23158 0.91349 0.000 0.001 0.000
H -0.94598 -2.73592 0.59614 -0.003 -0.003 -0.006



[2]
16
Properties=species:S:1:pos:R:3:forces:R:3 method="wB97M-V/def2-TZVPD" de_lowest_kcal_mol=33.8 charge=+1 energy_ev=-17637.993 gap_ev=10.02 smiles=[NH3+][C@H](CO)CS
N -1.56437 0.30283 0.01800 1.891 -2.378 -3.558
C 0.13530 0.32353 0.10800 -0.570 0.060 4.352
C 0.78451 0.21414 -1.20316 0.386 -1.354 -1.283
O 0.16468 1.09042 -2.05611 -1.787 1.521 1.534
C 0.55707 -0.94450 1.01884 -1.410 -0.580 -1.816
S 0.05482 -0.90237 2.84077 1.127 1.123 -1.941
H -2.00836 0.88476 0.66320 -0.606 1.754 1.229
H -1.85387 -0.66224 0.33245 0.377 1.036 -0.719
H -1.94354 0.49981 -1.02705 1.320 -0.435 2.991
H 0.41477 1.27574 0.70782 -0.907 -1.323 -1.351
H 1.88504 0.36138 -1.12367 -0.636 0.045 0.289
H 0.61524 -0.80619 -1.59109 0.329 -0.060 0.241
H 0.49169 1.10090 -2.91626 1.089 -0.135 -2.235
H 1.59254 -1.25282 0.71105 -0.536 0.764 1.058
H -0.00220 -1.80470 0.51712 0.365 0.808 0.986
H 0.67667 0.31931 3.00009 -0.432 -0.846 0.222



[3]
25
Properties=species:S:1:pos:R:3:forces:R:3 method="wB97M-V/def2-TZVPD" de_lowest_kcal_mol=0.0 charge=+1 energy_ev=-22785.244 gap_ev=9.27 smiles=CCc1[nH]nc[n+]1CCCS
C 3.16805 -0.30196 1.04981 -0.033 -0.047 -0.025
C 2.36313 0.72584 0.21420 -0.068 -0.015 0.060
C 1.37498 0.09410 -0.70379 -0.162 -0.055 -0.041
N 1.65253 -0.70950 -1.71865 0.181 -0.071 0.267
N 0.55279 -1.15300 -2.36154 -0.174 0.369 -0.243
C -0.42338 -0.55004 -1.75368 -0.050 -0.404 0.134
N 0.03285 0.19550 -0.69646 0.198 0.203 0.030
C -0.72985 1.04509 0.24764 -0.121 0.145 0.158
C -2.25283 0.90196 0.21298 0.049 -0.069 0.038
C -2.82895 -0.35695 0.90106 0.051 0.109 0.001
S -3.58133 -1.45808 -0.33743 0.094 0.048 -0.160
H 3.00028 -0.14105 2.11331 0.032 -0.011 -0.052
H 4.23485 -0.20236 0.85797 -0.052 -0.012 0.030
H 2.88049 -1.33181 0.82689 0.021 0.092 0.001
H 3.03300 1.33207 -0.40070 -0.047 -0.006 0.042
H 1.83063 1.41736 0.86850 0.063 -0.025 -0.119
H 2.57043 -1.01141 -2.01446 -0.064 -0.051 -0.022
H -1.46521 -0.66676 -1.99919 0.009 -0.058 0.026
H -0.36639 0.80476 1.24990 -0.031 0.020 -0.093
H -0.45462 2.07980 0.03005 -0.050 -0.085 -0.014
H -2.62289 1.78420 0.74176 0.053 -0.064 -0.058
H -2.62696 1.00855 -0.81033 0.021 -0.011 0.055
H -3.60192 -0.06485 1.61109 0.111 0.002 -0.020
H -2.04895 -0.88560 1.45240 -0.054 0.001 -0.058
H -3.69076 -2.55585 0.41869 0.024 -0.004 0.062



[4]
14
Properties=species:S:1:pos:R:3:forces:R:3 method="wB97M-V/def2-TZVPD" de_lowest_kcal_mol=28.8 energy_ev=-29906.074 gap_ev=9.31
N 2.19694 -0.27765 -2.28196 0.719 -1.006 0.440
C 1.00419 0.30556 -2.00682 -0.476 0.586 -0.416
N 0.34151 0.32458 -0.90838 0.322 -0.083 -0.462
S 0.99735 -0.54889 0.39336 -0.187 0.038 0.041
C -0.32721 -0.42459 1.58316 0.369 -0.099 0.421
O -0.15140 -0.96657 2.64934 -0.172 0.270 -0.587
C -1.52923 0.41089 1.21040 -0.163 0.474 -0.175
S -2.94579 0.12160 2.29848 0.241 -0.090 0.253
H 2.50923 -0.37300 -3.24323 -0.273 0.129 0.449
H 2.55853 -0.98573 -1.62995 -0.234 0.592 -0.568
H 0.61213 0.87796 -2.86851 -0.024 -0.260 0.614
H -1.24020 1.48447 1.23187 -0.008 -0.683 -0.058
H -1.83292 0.19183 0.18057 0.110 0.077 0.274
H -2.19312 -0.14045 3.39166 -0.225 0.055 -0.226



[5]
55
Properties=species:S:1:pos:R:3:forces:R:3 method="wB97M-V/def2-TZVPD" de_lowest_kcal_mol=9.0 charge=+1 energy_ev=-30273.772 gap_ev=9.52
N 2.59161 0.27972 -0.82636 1.134 -0.451 -1.792
C 1.64523 -0.09811 -1.95278 -0.349 1.292 -1.501
C 0.25248 0.49762 -1.65275 -0.836 0.689 -0.092
N -0.31218 -0.15153 -0.44187 -0.508 -0.179 -0.337
C -0.94296 -1.44392 -0.77948 -0.577 0.394 -0.891
C -2.33663 1.37549 -0.51992 -0.083 0.216 -0.300
C -1.23979 0.71955 0.32429 0.312 0.456 0.497
C -0.42378 1.80603 1.05580 1.763 -0.584 -0.190
H 2.81993 1.30424 -0.81147 -0.626 -0.265 -0.119
H 2.16245 0.03992 0.06459 0.323 -0.041 -0.021
H 3.51240 -0.23266 -0.95072 -1.602 0.392 0.674
H 1.57699 -1.18724 -2.06320 0.374 0.419 0.332
H 2.00073 0.33110 -2.96347 -0.218 -0.592 1.812
H 0.34536 1.60508 -1.40423 -0.003 -1.433 -0.556
H -0.46688 0.41018 -2.57964 1.441 -0.011 1.661
H -0.17249 -2.07066 -1.23739 -0.280 -0.140 0.072
H -1.33070 -1.94809 0.11737 0.219 0.214 -0.210
H -1.80995 -1.33271 -1.52758 1.099 -0.107 0.932
H -2.90925 0.64320 -1.08515 0.039 -0.159 -0.153
H -3.07969 1.87018 0.11811 0.337 0.071 -0.044
H -1.92610 2.12271 -1.24420 -0.279 -0.495 0.646
H -1.69452 0.06964 1.11044 0.254 0.507 -0.717
H 0.11363 2.50714 0.35894 -0.454 -0.740 0.478
H 0.39239 1.31449 1.70773 -1.310 0.854 -0.796
H -1.05984 2.44397 1.64458 -0.282 0.049 0.483
H 3.22922 -3.19031 -0.27564 -0.943 1.629 -0.154
H 2.22116 -2.13780 0.31543 -0.875 0.068 1.621
O 2.77119 -2.31346 -0.42808 2.121 -2.218 -1.566
H 0.42078 -4.03272 3.38823 -0.354 0.653 -0.835
H -0.72096 -2.99665 3.12414 0.281 -0.179 -0.050
O 0.07540 -3.41484 2.70299 0.137 -0.684 0.933
H 0.64504 -0.88167 1.18208 0.845 -0.931 0.579
H 0.97988 -2.17327 2.10600 -0.472 -0.359 0.306
O 1.36858 -1.39227 1.66652 -0.656 1.422 -0.969
H -6.12663 -0.24963 0.95366 0.075 -0.304 0.007
H -5.69223 -1.75433 1.04561 -0.018 0.524 -0.005
O -5.36695 -0.83864 1.05363 -0.204 -0.287 -0.175
H 0.88702 2.52123 -3.90737 -0.114 0.043 -0.126
H 0.61662 4.01521 -3.62651 -1.017 1.222 -0.369
O 1.20026 3.31319 -3.43534 1.102 -1.000 0.510
H -0.50527 1.10492 -5.11415 0.222 -0.034 -0.032
H 0.99625 0.92076 -5.55079 -1.218 0.379 1.391
O 0.39789 1.12102 -4.76605 0.950 -0.533 -1.676
H -1.88816 -1.89721 4.77784 0.154 0.094 0.612
H -2.49889 -1.58004 3.43241 -0.529 0.692 -0.526
O -2.00597 -2.25261 3.90426 0.345 -0.855 0.067
H 2.96022 3.74264 -0.88301 1.041 1.479 0.309
H 1.94038 3.18740 -1.95616 0.785 -0.074 1.112
O 2.42277 3.00934 -1.07646 -1.654 -1.342 -1.367
H -4.00998 -0.45112 2.04062 -0.353 0.061 0.011
H -3.58026 0.44278 3.23651 -0.336 0.517 0.381
O -3.28873 -0.25057 2.65947 0.598 -0.385 -0.246
H 2.70099 -0.29315 1.91228 0.368 0.202 0.417
H 3.55121 0.86818 2.50667 0.193 0.724 1.383
O 3.39001 0.38221 1.72708 -0.364 -0.878 -1.411



[6]
40
Properties=species:S:1:pos:R:3:forces:R:3 method="wB97M-V/def2-TZVPD" de_lowest_kcal_mol=13.0 energy_ev=-61244.974 gap_ev=8.11 smiles="C=C[C@H](O[C@H](CN)CCC(F)(F)C(F)(F)S(F)(F)(F)(F)F)P(N)O"
C 2.13233 -1.91518 1.98882 0.395 0.439 -0.415
C 2.72067 -1.25401 0.93877 -0.652 -0.325 0.346
C 2.02803 -0.04336 0.41465 -0.307 -0.882 -2.190
O 1.59891 -0.12848 -0.95783 0.032 -0.263 0.775
C 0.22908 -0.50791 -1.12086 0.268 0.710 -1.452
C 0.23751 -1.60754 -2.19748 0.411 -0.336 0.985
N 0.41560 -2.94979 -1.64100 -0.298 -0.028 -0.099
C -0.50677 0.73977 -1.65827 0.095 -0.488 0.195
C -1.99790 0.81137 -1.29751 0.277 -0.188 -0.384
C -2.38565 1.83014 -0.24172 0.267 0.435 -0.629
F -1.55205 2.91210 -0.34481 -0.014 -0.081 0.184
F -3.61989 2.33637 -0.49745 -0.101 -0.426 0.427
C -2.26287 1.41748 1.24755 0.559 0.762 0.275
F -2.58355 2.46860 2.02357 -0.089 -0.504 -0.319
F -0.95305 1.16093 1.48045 -0.438 -0.183 -0.218
S -3.23850 -0.08849 1.83157 -0.268 0.287 1.495
F -2.17936 -1.06154 1.16882 0.013 -0.027 -0.440
F -2.37554 -0.07938 3.16877 0.069 -0.069 -0.076
F -4.30223 0.83129 2.55920 -0.135 -0.041 -0.232
F -4.15112 -0.10303 0.54684 0.143 -0.136 -0.337
F -4.00327 -1.35818 2.36470 -0.035 -0.007 -0.079
P 3.19467 1.44225 0.55454 0.265 0.224 2.288
N 4.68829 0.99696 -0.14859 -0.909 0.011 -0.851
O 2.49914 2.48689 -0.48995 0.154 -0.538 -0.635
H 1.13678 -2.32213 1.82639 -0.821 1.517 0.788
H 2.56606 -1.98553 2.97953 0.769 -1.694 -0.359
H 3.63269 -1.59133 0.45471 0.925 0.855 0.933
H 1.20779 0.19343 1.09444 -0.204 0.135 -0.131
H -0.19085 -0.88704 -0.19133 -0.025 0.032 0.144
H -0.63950 -1.54971 -2.83784 -0.203 -0.212 0.043
H 1.12063 -1.41342 -2.80063 -0.095 0.208 -0.321
H -0.29100 -3.11275 -0.93270 -0.107 -0.146 -0.052
H 1.29817 -3.00157 -1.14700 0.149 0.054 -0.072
H 0.08238 1.60837 -1.38585 -0.226 0.200 0.194
H -0.44644 0.67371 -2.74280 0.065 0.145 -0.138
H -2.55529 1.08636 -2.18885 -0.166 0.261 0.023
H -2.34139 -0.19108 -1.06035 -0.191 0.018 0.238
H 5.00779 0.17719 0.35629 0.278 0.096 0.051
H 4.61646 0.75145 -1.13505 0.111 -0.051 -0.012
H 2.16325 3.22677 0.01822 0.038 0.236 0.058